136
Properties=species:S:1:pos:R:3:mulliken_spin:R:1 method="wB97M-V/def2-TZVPD" lumo_ev="-0.12 / -0.41" charge=0 energy_ha=-3411.86360 orbital_gap_ev="7.10 / 6.81" spin_multiplicity=4 largest_force_ha_per_bohr=0.197 homo_ev="-7.22 / -7.22"
C 2.603 4.385 -3.136 0.000
C 2.210 4.893 -1.860 0.000
C 1.327 4.947 -0.440 0.001
C -0.259 5.286 -0.671 0.000
P -0.290 6.631 -2.023 0.000
O 0.881 7.889 -1.749 0.000
O -0.235 5.986 -3.638 0.000
C -1.291 3.977 -0.809 -0.001
C -2.539 4.064 -1.863 0.000
C -3.998 4.420 -1.210 0.000
C -4.855 3.070 -0.718 0.000
N -4.444 2.564 0.646 0.000
O -0.382 3.023 -1.531 0.000
C -0.476 1.673 -0.956 -0.001
O -1.545 0.862 -1.034 0.000
C 0.890 1.145 -0.149 0.000
C 1.094 1.240 1.479 0.001
C 2.497 0.747 2.246 -0.001
C 3.710 0.166 1.251 0.000
C 3.510 0.040 -0.381 -0.001
C 2.086 0.543 -1.094 0.001
N -1.544 3.655 0.655 -0.001
C -1.927 4.922 1.449 0.000
O -2.729 5.061 2.507 0.000
C -1.097 6.053 0.558 -0.001
S -0.127 6.938 1.893 0.000
C -2.085 7.281 0.000 0.000
C -2.836 8.429 -0.399 0.001
H 3.047 3.939 -4.150 0.000
H 1.412 3.926 0.172 0.000
H 1.904 5.745 0.229 0.000
H 1.420 8.076 -2.598 0.000
H 0.578 6.356 -4.114 0.000
H -2.383 4.789 -2.771 0.000
H -2.647 2.975 -2.340 0.000
H -3.985 5.268 -0.393 0.000
H -4.655 4.864 -2.104 0.000
H -4.764 2.293 -1.589 0.000
H -5.992 3.428 -0.720 0.000
H -4.243 1.530 0.496 0.000
H -5.293 2.549 1.282 0.000
H 0.255 1.664 2.193 -0.001
H 2.651 0.840 3.422 0.001
H 4.713 -0.150 1.763 0.000
H 4.347 -0.378 -1.087 0.002
H 1.960 0.469 -2.272 0.000
H -0.692 3.383 1.232 0.000
H 0.451 5.906 2.689 0.000
H -3.068 9.591 -0.544 0.000
C -0.698 -5.281 4.169 0.011
C -0.857 -3.792 4.613 0.035
C -2.330 -3.486 5.022 0.023
C -3.289 -3.208 3.868 -0.023
C -2.694 -2.216 2.875 0.030
C -1.300 -2.664 2.372 0.036
N -0.348 -2.920 3.505 0.274
O 0.002 -1.677 4.060 0.637
C -1.476 -3.933 1.492 0.042
C -0.747 -1.605 1.368 -0.048
C -0.011 -3.700 5.928 -0.006
H -0.080 -5.379 3.267 -0.006
H -0.178 -5.889 4.923 0.000
H -1.658 -5.764 3.979 0.000
H -2.348 -2.604 5.677 0.003
H -2.732 -4.311 5.622 0.001
H -3.560 -4.142 3.366 0.009
H -4.226 -2.799 4.268 0.002
H -3.385 -2.097 2.030 0.000
H -2.632 -1.228 3.351 -0.001
H -0.508 -4.293 1.118 -0.009
H -2.102 -3.716 0.617 0.000
H -1.966 -4.760 2.004 -0.007
H -0.666 -0.603 1.806 0.006
H -1.407 -1.506 0.498 -0.001
H 0.243 -1.895 0.996 -0.001
H 1.057 -3.863 5.725 -0.001
H -0.331 -4.459 6.652 0.000
H -0.125 -2.736 6.431 0.000
C 9.844 0.689 -3.148 0.011
C 8.349 0.955 -2.784 0.017
C 7.695 1.942 -3.797 0.022
C 7.982 3.421 -3.554 -0.019
C 7.775 3.796 -2.091 0.027
C 8.589 2.885 -1.138 0.023
N 8.294 1.430 -1.363 0.314
O 7.004 1.173 -0.871 0.618
C 10.101 3.187 -1.337 0.007
C 8.327 3.316 0.339 -0.004
C 7.654 -0.429 -3.013 -0.011
H 10.493 0.702 -2.263 -0.009
H 9.997 -0.309 -3.583 0.001
H 10.233 1.412 -3.867 0.000
H 6.604 1.816 -3.773 0.002
H 8.002 1.689 -4.820 0.001
H 8.998 3.669 -3.877 0.000
H 7.312 4.026 -4.178 0.002
H 8.056 4.847 -1.947 0.000
H 6.704 3.738 -1.855 -0.002
H 10.719 2.556 -0.685 -0.005
H 10.324 4.232 -1.086 0.000
H 10.446 3.052 -2.361 0.000
H 7.268 3.270 0.615 0.000
H 8.643 4.353 0.507 0.000
H 8.890 2.686 1.037 0.000
H 8.029 -1.184 -2.307 0.000
H 7.848 -0.800 -4.028 0.000
H 6.567 -0.372 -2.916 0.001
C -7.080 -7.193 -0.924 0.008
C -6.361 -6.348 0.174 0.024
C -7.348 -5.341 0.839 0.019
C -7.598 -4.053 0.060 -0.018
C -6.292 -3.429 -0.419 0.022
C -5.429 -4.433 -1.224 0.035
N -5.167 -5.693 -0.451 0.299
O -4.256 -5.386 0.574 0.613
C -6.150 -4.739 -2.566 0.004
C -4.108 -3.734 -1.676 -0.019
C -5.999 -7.397 1.279 -0.008
H -6.470 -7.297 -1.830 -0.007
H -7.265 -8.228 -0.601 0.000
H -8.046 -6.772 -1.209 0.000
H -6.961 -5.051 1.825 0.003
H -8.312 -5.828 1.028 0.002
H -8.267 -4.244 -0.785 0.000
H -8.123 -3.337 0.704 0.002
H -6.519 -2.545 -1.030 0.001
H -5.735 -3.054 0.450 0.003
H -5.577 -5.456 -3.169 -0.004
H -6.261 -3.826 -3.165 0.000
H -7.159 -5.133 -2.445 0.001
H -3.521 -3.348 -0.835 0.008
H -4.321 -2.874 -2.322 0.000
H -3.476 -4.423 -2.247 0.000
H -5.269 -8.130 0.907 0.002
H -6.891 -7.951 1.599 0.000
H -5.594 -6.931 2.181 0.001